Run i
Below is a cluster of 14 separate species, C77H190N14O17 in total, with properties calculated with wB97M-V/def2-TZVPD.

```
298
Properties=species:S:1:pos:R:3
C -2.93027 3.88597 3.87237
C -1.60844 3.51471 4.52971
C -1.05537 4.50696 5.53746
O -0.97256 5.85675 5.10693
C -0.44094 6.65350 6.13646
N -1.82707 2.22572 5.20095
H -3.42321 3.05857 3.36499
H -2.71505 4.67472 3.14571
H -3.68463 4.29765 4.54807
H -0.85144 3.32685 3.76655
H -0.04240 4.15611 5.79754
H -1.54422 4.50084 6.52238
H -0.21971 7.62705 5.69082
H 0.51744 6.26485 6.49561
H -1.18198 6.84452 6.91862
H -0.99502 1.85803 5.65772
H -2.51796 2.26540 5.94393
C -4.38729 -0.23691 3.54746
C -3.03370 -0.92095 3.64471
C -2.81276 -2.24039 2.87586
O -3.73862 -3.26441 3.13697
C -3.75412 -3.70525 4.47159
N -2.01200 0.04391 3.19444
H -5.18733 -0.95112 3.75503
H -4.63667 0.18877 2.57438
H -4.42086 0.60312 4.24268
H -2.82752 -1.18224 4.69195
H -1.78473 -2.60314 2.99336
H -2.86498 -1.94995 1.82192
H -2.80788 -4.18125 4.75100
H -4.55008 -4.42837 4.64290
H -3.93999 -2.92294 5.21394
H -1.09070 -0.34250 3.39392
H -2.06353 0.86923 3.80942
C 1.47330 1.22863 -5.08024
C 1.80467 1.48908 -6.53542
C 0.58704 1.97376 -7.33640
O -0.45488 1.00410 -7.29424
C -0.28252 -0.14011 -8.12420
N 2.80270 2.59607 -6.50720
H 0.65768 0.48876 -5.09947
H 1.09660 2.12731 -4.59580
H 2.16224 0.64567 -4.46861
H 2.29552 0.63016 -6.99273
H 0.81525 2.20162 -8.38634
H 0.16115 2.89728 -6.94019
H -0.47660 0.20049 -9.14832
H -1.09397 -0.80498 -7.83798
H 0.71391 -0.56964 -8.02001
H 2.80190 3.02645 -7.42976
H 2.46002 3.30533 -5.86511
C 6.02280 -6.58347 0.82098
C 5.97568 -5.24800 1.55237
C 4.85503 -4.35849 0.96723
O 5.13799 -4.05742 -0.36151
C 4.25899 -3.15494 -0.98210
N 5.80066 -5.50798 2.97632
H 5.86731 -6.48441 -0.25411
H 5.31416 -7.36271 1.13169
H 6.95138 -7.12725 1.01912
H 6.88342 -4.69636 1.29576
H 4.64772 -3.51814 1.64523
H 3.89124 -4.90679 0.97717
H 4.66810 -2.70335 -1.88608
H 3.93526 -2.39707 -0.26325
H 3.38175 -3.68732 -1.37716
H 4.94754 -6.05792 3.11610
H 5.59111 -4.60188 3.39154
C 1.86388 -5.21720 4.75300
C 1.75206 -6.34209 3.75109
C 0.95962 -5.88252 2.54160
O -0.35147 -5.47826 2.83461
C -1.18246 -5.48327 1.68341
N 3.09900 -6.73165 3.31690
H 0.88168 -4.99561 5.17878
H 2.26075 -4.27927 4.35470
H 2.54673 -5.44708 5.57488
H 1.26026 -7.20425 4.21578
H 0.95636 -6.74023 1.84672
H 1.49076 -5.09684 1.98345
H -0.64512 -5.28732 0.75295
H -1.93268 -4.69433 1.75323
H -1.71714 -6.43277 1.62737
H 3.05101 -7.13932 2.38546
H 3.47286 -7.44447 3.93258
C 5.20438 1.39111 0.79361
C 5.21522 2.79935 1.36272
C 5.23414 2.94304 2.87538
O 4.17450 2.17080 3.40022
C 4.19986 2.21951 4.82057
N 6.30470 3.54258 0.70954
H 6.10301 0.79717 1.00446
H 5.22287 1.41797 -0.29738
H 4.35824 0.82420 1.18259
H 4.28064 3.25599 1.01498
H 5.15319 4.01919 3.07166
H 6.19750 2.58907 3.26586
H 3.77729 3.18378 5.12523
H 5.20839 2.17278 5.24199
H 3.61200 1.40022 5.22878
H 7.04847 2.92952 0.38815
H 6.81037 4.08816 1.40872
C 2.26768 -3.30071 -4.43391
C 1.61864 -4.66965 -4.63069
C 0.97588 -5.19089 -3.33301
O 1.99342 -5.67843 -2.49008
C 1.59549 -5.77529 -1.13633
N 0.60319 -4.55613 -5.67896
H 2.82380 -3.12690 -3.51606
H 1.52437 -2.50521 -4.55017
H 2.94234 -3.12259 -5.27879
H 2.41222 -5.37803 -4.89176
H 0.27359 -5.99384 -3.58563
H 0.37053 -4.37365 -2.92725
H 1.34883 -4.78587 -0.72797
H 2.49966 -5.99104 -0.56199
H 0.80589 -6.50767 -0.97650
H 0.17688 -5.44462 -5.89432
H 1.02988 -4.10112 -6.47285
C 4.66064 3.09310 -1.68562
C 3.93101 3.53532 -2.94112
C 2.96291 4.65392 -2.65084
O 2.23282 5.08353 -3.78346
C 0.85341 4.71924 -3.71846
N 4.98248 3.94025 -3.89521
H 5.08970 2.09400 -1.76544
H 3.98167 3.05121 -0.82378
H 5.46799 3.75994 -1.37440
H 3.41454 2.66017 -3.35088
H 3.48187 5.51671 -2.21319
H 2.30126 4.41544 -1.80309
H 0.47225 5.43726 -2.98147
H 0.67641 3.70233 -3.36610
H 0.37305 4.91238 -4.67556
H 5.61254 4.54579 -3.37655
H 4.53596 4.54401 -4.58401
C -6.46686 -0.20630 -5.05069
O -5.27620 -0.71900 -4.51173
C -5.15779 -2.11818 -4.65345
C -3.85942 -2.56951 -4.00391
N -3.83343 -4.02270 -3.88156
C -2.70592 -4.46659 -3.07139
C -2.90500 -5.94162 -2.67015
O -1.84726 -6.23496 -1.77999
C -1.95373 -7.52357 -1.23744
H -6.50518 0.86251 -4.85757
H -7.33788 -0.63182 -4.52722
H -6.58562 -0.51936 -6.09352
H -5.12809 -2.41221 -5.70874
H -5.99380 -2.64248 -4.17825
H -3.79801 -2.10696 -3.00830
H -3.01825 -2.22889 -4.61034
H -4.63047 -4.27135 -3.29176
H -2.63990 -3.87122 -2.15461
H -1.75595 -4.46917 -3.60883
H -2.74251 -6.58960 -3.54232
H -3.91320 -6.09464 -2.26680
H -1.12570 -7.56326 -0.52826
H -1.83716 -8.34277 -1.95924
H -2.89273 -7.74711 -0.71711
C 4.45696 -4.44792 7.85682
O 4.90582 -3.31331 7.13715
C 5.94537 -3.64008 6.21014
C 6.11137 -2.50778 5.20522
N 5.05991 -2.44257 4.20154
C 4.73943 -1.14516 3.67756
C 3.34213 -1.15298 3.04481
O 2.34906 -1.61754 3.93767
C 1.11992 -1.88957 3.30098
H 4.46317 -5.35610 7.24711
H 3.42614 -4.26912 8.15681
H 5.09142 -4.62395 8.72867
H 5.65821 -4.59846 5.77659
H 6.90401 -3.65553 6.73996
H 7.04184 -2.71898 4.66022
H 6.33522 -1.52976 5.65103
H 4.19496 -2.83978 4.55337
H 5.39147 -0.77592 2.87732
H 4.81118 -0.37937 4.46374
H 3.30392 -1.75450 2.12912
H 3.10610 -0.12690 2.73749
H 1.06095 -2.91238 2.91114
H 0.96815 -1.22781 2.44052
H 0.31363 -1.74962 4.01701
C -8.59820 -4.30038 -5.38320
O -8.09979 -4.30148 -4.06527
C -7.29967 -5.44605 -3.83261
C -7.00455 -5.55302 -2.36497
N -6.26799 -4.34933 -1.93257
C -5.85068 -4.47429 -0.54610
C -5.22392 -3.23896 0.03060
O -6.17573 -2.17760 0.00501
C -5.55095 -0.91963 0.09156
H -7.76872 -4.25913 -6.09302
H -9.21672 -3.41528 -5.55577
H -9.32957 -5.10860 -5.50047
H -6.35696 -5.41901 -4.39134
H -7.88095 -6.32295 -4.14513
H -6.48836 -6.46649 -2.06816
H -7.96258 -5.57394 -1.82559
H -6.97014 -3.61202 -1.90765
H -5.11759 -5.28501 -0.45463
H -6.66655 -4.76451 0.13734
H -4.41718 -3.00844 -0.68093
H -4.88232 -3.27900 1.06443
H -5.24155 -0.57381 -0.90563
H -4.60652 -0.97710 0.64047
H -6.19665 -0.13445 0.47998
C 0.47078 1.64043 1.39803
C 0.42201 0.93533 0.02275
C 1.86364 0.51983 -0.24423
C 1.97870 -0.49929 -1.38871
C 0.98449 -1.63668 -1.23107
C -0.47555 -1.21041 -0.92448
N -0.47538 -0.21368 0.14862
O -1.79668 0.20564 0.42609
C -1.10944 -0.73878 -2.24295
C -1.16268 -2.47770 -0.45629
C -0.02324 1.98583 -1.01598
H 0.54523 0.85507 2.15363
H -0.37907 2.29264 1.61025
H 1.35612 2.27346 1.49405
H 2.50255 1.36411 -0.50761
H 2.30750 0.06462 0.64904
H 2.98581 -0.92593 -1.39072
H 1.88984 0.03175 -2.34020
H 1.31249 -2.35168 -0.46790
H 1.00256 -2.22405 -2.15218
H -1.37682 -1.63827 -2.80603
H -2.01135 -0.13989 -2.09530
H -0.50312 -0.18014 -2.95988
H -0.80551 -2.71870 0.54915
H -2.25428 -2.44471 -0.41789
H -0.98119 -3.36044 -1.07169
H -0.18211 1.60491 -2.02588
H 0.63486 2.84024 -1.17969
H -1.00818 2.27584 -0.64596
H -1.82517 0.21899 1.41243
C -5.67303 6.54675 -0.82534
C -4.44392 5.64653 -0.84627
C -4.46626 4.75101 0.40848
C -3.55005 3.52860 0.31461
C -3.87176 2.74150 -0.94276
C -3.79621 3.53051 -2.24629
N -4.51384 4.80213 -2.04753
O -4.56368 5.60113 -3.21749
C -2.36850 3.70921 -2.72691
C -4.58662 2.70939 -3.30279
C -3.12425 6.44155 -0.80524
H -6.02300 6.66462 0.20676
H -6.51214 6.06404 -1.32405
H -5.47148 7.56726 -1.14804
H -4.16870 5.36562 1.25948
H -5.50162 4.42916 0.55150
H -3.68699 2.84167 1.15152
H -2.48839 3.79161 0.29167
H -4.74180 2.08738 -0.81614
H -3.15208 1.91284 -1.02419
H -1.88749 2.79536 -3.09659
H -2.29435 4.24795 -3.67759
H -1.70477 4.11006 -1.96384
H -4.69374 3.27042 -4.23524
H -3.91066 1.90100 -3.58700
H -5.56805 2.43512 -2.92694
H -3.10313 7.22663 -1.56325
H -2.28186 5.78597 -1.02142
H -2.92375 6.87680 0.17611
H -5.44418 5.40840 -3.55780
C 0.29267 5.21839 0.53215
C 0.66211 6.34123 1.48603
C 1.16234 5.71773 2.81930
C 2.60179 5.25324 2.82470
C 3.54165 6.39748 2.44260
C 3.18321 7.02584 1.08128
N 1.72585 7.24378 1.04366
O 1.31870 8.12944 0.01078
C 3.93488 8.33667 0.86022
C 3.58888 6.04051 -0.01098
C -0.57120 7.17825 1.80644
H -0.39430 4.54593 1.04899
H 1.18406 4.68612 0.20090
H -0.25545 5.59551 -0.33598
H 1.03509 6.41628 3.64488
H 0.61336 4.79168 3.01062
H 2.81785 4.42866 2.13896
H 2.91874 4.82791 3.78083
H 4.54494 5.97075 2.34171
H 3.60352 7.19577 3.18773
H 3.75111 8.71099 -0.14601
H 3.56813 9.08914 1.56463
H 5.00900 8.23720 1.00992
H 4.64891 6.07259 -0.26520
H 3.29823 5.01962 0.23640
H 3.00804 6.24650 -0.91468
H -1.08726 7.54381 0.91698
H -0.33392 8.01835 2.46066
H -1.31775 6.55482 2.30762
H 1.14763 8.94240 0.50012
```

Computed properties:
HOMO level = -0.2885 Ha

Löwdin atomic charge list, values in e, 99 entries: atom 1 (C): -0.04, atom 2 (C): -0.40, atom 3 (C): -0.22, atom 4 (O): -0.20, atom 5 (C): -0.12, atom 6 (N): 0.02, atom 7 (H): 0.06, atom 8 (H): 0.06, atom 9 (H): 0.09, atom 10 (H): 0.12, atom 11 (H): 0.12, atom 12 (H): 0.13, atom 13 (H): 0.09, atom 14 (H): 0.09, atom 15 (H): 0.09, atom 16 (H): 0.09, atom 17 (H): 0.09, atom 18 (C): -0.03, atom 19 (C): -0.40, atom 20 (C): -0.20, atom 21 (O): -0.19, atom 22 (C): -0.10, atom 23 (N): 0.05, atom 24 (H): 0.08, atom 25 (H): 0.06, atom 26 (H): 0.07, atom 27 (H): 0.12, atom 28 (H): 0.11, atom 29 (H): 0.10, atom 30 (H): 0.09, atom 31 (H): 0.09, atom 32 (H): 0.08, atom 33 (H): 0.05, atom 34 (H): 0.04, atom 35 (C): -0.06, atom 36 (C): -0.41, atom 37 (C): -0.20, atom 38 (O): -0.22, atom 39 (C): -0.09, atom 40 (N): 0.04, atom 41 (H): 0.07, atom 42 (H): 0.06, atom 43 (H): 0.07, atom 44 (H): 0.13, atom 45 (H): 0.12, atom 46 (H): 0.12, atom 47 (H): 0.09, atom 48 (H): 0.09, atom 49 (H): 0.08, atom 50 (H): 0.06, atom 51 (H): 0.04, atom 52 (C): -0.07, atom 53 (C): -0.41, atom 54 (C): -0.22, atom 55 (O): -0.17, atom 56 (C): -0.10, atom 57 (N): 0.05, atom 58 (H): 0.08, atom 59 (H): 0.06, atom 60 (H): 0.07, atom 61 (H): 0.14, atom 62 (H): 0.10, atom 63 (H): 0.11, atom 64 (H): 0.09, atom 65 (H): 0.07, atom 66 (H): 0.06, atom 67 (H): 0.02, atom 68 (H): 0.03, atom 69 (C): -0.04, atom 70 (C): -0.41, atom 71 (C): -0.24, atom 72 (O): -0.17, atom 73 (C): -0.08, atom 74 (N): 0.04, atom 75 (H): 0.09, atom 76 (H): 0.06, atom 77 (H): 0.07, atom 78 (H): 0.14, atom 79 (H): 0.12, atom 80 (H): 0.12, atom 81 (H): 0.07, atom 82 (H): 0.07, atom 83 (H): 0.09, atom 84 (H): 0.07, atom 85 (H): 0.09, atom 86 (C): -0.05, atom 87 (C): -0.42, atom 88 (C): -0.21, atom 89 (O): -0.19, atom 90 (C): -0.10, atom 91 (N): 0.05, atom 92 (H): 0.09, atom 93 (H): 0.04, atom 94 (H): 0.06, atom 95 (H): 0.09, atom 96 (H): 0.11, atom 97 (H): 0.13, atom 98 (H): 0.08, atom 99 (H): 0.09

***

Run ii
Below is a cluster of 14 separate species, C77H190N14O17 in total, with properties calculated with wB97M-V/def2-TZVPD.

```
298
Properties=species:S:1:pos:R:3
C -29.75312 -10.96212 1.28777
C -29.98875 -11.67017 -0.01464
C -28.74351 -11.94884 -0.91757
O -29.10906 -12.44693 -2.12231
C -27.97336 -12.80019 -2.92591
N -30.77008 -12.91918 0.19616
H -30.64134 -10.52770 1.74650
H -29.15289 -10.07588 1.08186
H -29.27606 -11.60825 2.02468
H -30.66419 -10.99068 -0.53441
H -28.17369 -12.62823 -0.28368
H -28.13976 -11.06169 -1.10881
H -27.75702 -11.89435 -3.49223
H -28.25714 -13.62874 -3.57482
H -27.11031 -13.00406 -2.29212
H -30.24250 -13.57247 0.75739
H -30.90843 -13.41332 -0.67377
C -34.66622 -4.10464 -7.67866
C -33.97358 -5.44345 -7.98519
C -34.41704 -6.50570 -6.98721
O -33.89841 -6.10014 -5.68623
C -34.35202 -6.87939 -4.61232
N -34.37647 -5.79741 -9.32598
H -34.70189 -3.77214 -6.64123
H -35.71855 -4.20073 -7.94599
H -34.34971 -3.26558 -8.29827
H -32.89127 -5.36259 -7.88437
H -34.01489 -7.47083 -7.29528
H -35.50029 -6.62682 -6.98983
H -35.41318 -6.73031 -4.41277
H -33.78526 -6.72911 -3.69347
H -34.25740 -7.95387 -4.76930
H -33.87752 -6.59372 -9.69615
H -34.03090 -4.96038 -9.77326
C -29.23624 -5.08064 3.41937
C -28.80439 -5.15944 1.94957
C -27.63778 -4.30197 1.42994
O -28.08101 -3.65887 0.23106
C -27.04330 -2.95558 -0.43095
N -28.43786 -6.57061 1.74028
H -28.38568 -5.50177 3.95538
H -30.13732 -5.67391 3.57483
H -29.55773 -4.05764 3.61478
H -29.66382 -4.94093 1.31574
H -26.74805 -4.90013 1.23326
H -27.48123 -3.49625 2.14718
H -27.47158 -2.23284 -1.12545
H -26.43882 -3.47204 -1.17657
H -26.40827 -2.34052 0.20665
H -28.15337 -6.60581 0.77182
H -29.36539 -6.97027 1.73233
C -36.72708 -8.25598 -1.64315
C -36.64223 -9.59380 -2.32230
C -37.88792 -9.96960 -3.22003
O -39.07519 -10.30200 -2.40391
C -39.03695 -11.61200 -1.83748
N -35.50060 -9.54707 -3.21747
H -37.02672 -7.39040 -2.23400
H -35.79079 -8.07534 -1.11512
H -37.48108 -8.31201 -0.85801
H -36.44975 -10.40700 -1.62247
H -37.81652 -10.77345 -3.95273
H -38.11766 -9.06207 -3.77834
H -39.82547 -11.70103 -1.09022
H -38.15600 -11.75273 -1.21121
H -39.20109 -12.39601 -2.57673
H -34.63965 -9.49735 -2.69174
H -35.38227 -10.31277 -3.86540
C -32.49392 -2.76956 7.34726
C -33.89528 -2.28945 6.88538
C -34.31270 -2.70221 5.41922
O -33.43810 -2.12583 4.44392
C -33.66516 -2.65018 3.17182
N -34.83912 -2.81443 7.84479
H -31.86274 -2.25374 6.62364
H -32.39058 -3.83309 7.13204
H -32.20412 -2.58912 8.38243
H -33.98073 -1.20280 6.88334
H -35.31803 -2.38595 5.14097
H -34.42391 -3.78005 5.30096
H -33.09430 -2.13140 2.40170
H -34.72172 -2.49309 2.95479
H -33.57304 -3.73628 3.17321
H -34.53620 -2.62408 8.78931
H -35.69941 -2.31036 7.68382
C -33.79012 -10.76174 -6.43464
C -34.91416 -11.83732 -6.19995
C -34.81881 -13.01269 -7.12029
O -35.14052 -12.56541 -8.41243
C -35.05994 -13.59621 -9.35325
N -34.92773 -12.18373 -4.77995
H -33.96582 -9.84654 -5.86927
H -33.76169 -10.57827 -7.50871
H -32.80089 -11.18300 -6.25559
H -35.82092 -11.25181 -6.35183
H -35.49629 -13.80641 -6.80544
H -33.82114 -13.42879 -6.98017
H -35.30444 -13.12469 -10.30508
H -35.77225 -14.38845 -9.12286
H -34.07076 -14.04882 -9.42231
H -35.82143 -12.64898 -4.70963
H -34.24519 -12.92503 -4.71121
C -36.51701 -6.36169 3.66111
C -37.06129 -5.03989 4.34307
C -37.57597 -3.98935 3.31658
O -37.82665 -2.69185 3.75460
C -38.32656 -1.81720 2.71203
N -38.12970 -5.39488 5.26637
H -36.43965 -7.19074 4.36453
H -35.51299 -6.21422 3.26322
H -37.16217 -6.71281 2.85577
H -36.19088 -4.67770 4.89015
H -38.49171 -4.30304 2.81548
H -36.77835 -3.84890 2.58706
H -38.50168 -0.85458 3.19244
H -39.26414 -2.14119 2.26029
H -37.58924 -1.84544 1.90974
H -38.74552 -6.04083 4.79349
H -38.64918 -4.53131 5.33339
C -39.25779 -6.24308 0.23968
C -40.44195 -5.31162 0.43288
C -40.92511 -4.62442 -0.84197
O -39.96654 -3.65093 -1.25523
C -39.84820 -3.53500 -2.64573
N -41.48393 -6.12382 1.09880
H -38.32893 -5.74748 -0.04262
H -39.36400 -7.03179 -0.50513
H -39.15069 -6.70734 1.22004
H -40.13257 -4.47948 1.06528
H -41.86170 -4.13102 -0.58225
H -41.20200 -5.29935 -1.65186
H -39.06812 -2.81428 -2.89097
H -40.79645 -3.20907 -3.07313
H -39.53502 -4.48603 -3.07649
H -42.24456 -5.55932 1.44933
H -42.00530 -6.79158 0.54893
C -31.59918 -7.26263 5.39816
C -30.81329 -8.55007 5.88545
C -29.86619 -7.99588 7.07866
C -29.23808 -9.13518 7.89879
C -30.34388 -10.15078 8.36368
C -31.41511 -10.64453 7.30792
N -31.79618 -9.51614 6.41453
O -32.72611 -9.93322 5.54795
C -30.73657 -11.82435 6.48570
C -32.68665 -11.13408 8.14672
C -30.07114 -9.11767 4.69037
H -32.50778 -7.06906 5.96832
H -31.76761 -7.22650 4.32187
H -30.93413 -6.40552 5.50382
H -29.11630 -7.31240 6.68038
H -30.45613 -7.36171 7.74040
H -28.70715 -8.78314 8.78325
H -28.45725 -9.54091 7.25552
H -30.81246 -9.77542 9.27343
H -29.77030 -11.00100 8.73277
H -31.12714 -11.95959 5.47711
H -29.64817 -11.78921 6.43836
H -30.90191 -12.74741 7.04132
H -32.21362 -11.61382 9.00357
H -33.23549 -10.31284 8.60763
H -33.30488 -11.89997 7.67842
H -29.60038 -10.05860 4.97520
H -29.31718 -8.44904 4.27494
H -30.74224 -9.41155 3.88330
H -33.50062 -9.48728 5.89849
C -30.16834 -9.30712 -7.65076
C -29.42014 -8.26343 -6.83193
C -29.32928 -8.62921 -5.33552
C -28.15826 -9.52251 -4.93069
C -26.86803 -8.99040 -5.57194
C -26.92058 -8.79497 -7.08110
N -28.06551 -7.92020 -7.35720
O -28.06330 -7.37414 -8.63880
C -25.59129 -8.08930 -7.48952
C -26.92313 -10.19431 -7.71797
C -30.29290 -7.01513 -6.88505
H -29.72318 -10.30028 -7.59098
H -30.23016 -9.00529 -8.69631
H -31.20605 -9.33901 -7.31874
H -29.45657 -7.80411 -4.63472
H -30.24795 -9.18525 -5.14857
H -28.39067 -10.54867 -5.21542
H -28.01337 -9.61083 -3.85397
H -25.96014 -9.51636 -5.27664
H -26.64909 -8.03992 -5.08537
H -24.66574 -8.50489 -7.09110
H -25.39758 -7.99342 -8.55787
H -25.56742 -7.04160 -7.18978
H -27.39861 -10.94756 -7.08978
H -27.33422 -10.15045 -8.72652
H -25.90470 -10.57702 -7.78460
H -31.33667 -7.21004 -6.63876
H -30.31639 -6.63311 -7.90565
H -29.96155 -6.27218 -6.15956
H -27.51348 -6.60626 -8.46658
C -34.65708 -13.59203 4.00451
C -34.78770 -13.87684 2.46712
C -36.20380 -14.08484 2.06537
C -36.99992 -12.76301 1.96094
C -36.35363 -11.76087 1.03922
C -34.93010 -11.50038 1.51785
N -34.22438 -12.80915 1.60826
O -32.90742 -12.58971 1.88739
C -34.17379 -10.71166 0.38857
C -34.94424 -10.60336 2.83436
C -34.07913 -15.24989 2.13392
H -34.90751 -14.42094 4.66654
H -35.41387 -12.81898 4.13774
H -33.72832 -13.07979 4.25574
H -36.35621 -14.64127 1.14057
H -36.71662 -14.68768 2.81483
H -37.36795 -12.39206 2.91752
H -37.91714 -13.07364 1.46061
H -36.84135 -10.78674 1.07515
H -36.35003 -12.15512 0.02303
H -34.60695 -9.80629 -0.03664
H -33.13839 -10.50478 0.65922
H -34.08248 -11.40465 -0.44781
H -35.17351 -9.57726 2.54683
H -35.72857 -10.87242 3.54185
H -34.02252 -10.65490 3.41389
H -34.33238 -16.05151 2.82773
H -32.98914 -15.24712 2.13604
H -34.25344 -15.60459 1.11810
H -32.40914 -12.70824 1.07543
C -32.19591 -10.67117 -3.26526
O -32.48337 -9.64339 -2.33285
C -31.64349 -8.44816 -2.47910
C -31.97247 -7.49730 -1.34741
N -31.56607 -8.00989 -0.04577
C -31.98159 -7.14597 1.11744
C -33.39960 -6.82312 1.34027
O -33.96443 -6.11876 0.29934
C -35.26752 -5.58891 0.50877
H -32.83058 -11.51972 -3.00980
H -31.17415 -11.01546 -3.10543
H -32.43191 -10.26491 -4.24881
H -31.81555 -7.98127 -3.44890
H -30.58491 -8.69391 -2.39493
H -33.05870 -7.44378 -1.27426
H -31.54162 -6.52495 -1.58615
H -32.01151 -8.90602 0.09076
H -31.47260 -6.18211 1.11858
H -31.62801 -7.65492 2.01413
H -33.51640 -6.37657 2.32771
H -33.98280 -7.73707 1.45284
H -35.62398 -5.19329 -0.44230
H -35.35419 -4.71490 1.15428
H -35.97427 -6.36169 0.81114
C -21.76164 -9.94386 -2.54465
O -22.49464 -8.82125 -3.07453
C -23.86201 -9.04889 -3.44634
C -24.81356 -9.63046 -2.27786
N -24.71481 -8.86022 -1.06581
C -25.47612 -7.56613 -1.16596
C -27.00609 -7.65578 -1.55011
O -27.53796 -6.34318 -1.46671
C -28.94502 -6.30067 -1.53964
H -22.21558 -10.31398 -1.62538
H -20.70550 -9.69992 -2.42989
H -21.88883 -10.85355 -3.13147
H -23.80602 -9.74777 -4.28091
H -24.26254 -8.10563 -3.81773
H -24.45280 -10.57728 -1.87602
H -25.86061 -9.82425 -2.51076
H -23.74908 -8.60553 -0.91539
H -25.02752 -6.85550 -1.86012
H -25.31330 -7.07907 -0.20452
H -27.39772 -8.30274 -0.76515
H -27.07198 -8.01031 -2.57873
H -29.32846 -5.29908 -1.34496
H -29.46776 -6.88902 -0.78553
H -29.23267 -6.58853 -2.55084
C -31.58558 1.62888 0.15739
O -32.70783 1.16498 -0.57091
C -33.96463 1.25766 0.16762
C -35.20483 0.83946 -0.65753
N -35.15508 -0.59255 -1.02098
C -36.07551 -1.00623 -2.05099
C -35.89125 -2.48544 -2.39286
O -36.44699 -2.79131 -3.71718
C -36.33965 -4.15234 -4.14432
H -31.73801 2.66164 0.47088
H -30.68316 1.62696 -0.45395
H -31.29329 0.99597 0.99530
H -34.20285 2.24643 0.55964
H -33.97909 0.68738 1.09642
H -35.19096 1.50164 -1.52323
H -36.07432 1.05006 -0.03485
H -34.27010 -0.75305 -1.48049
H -35.96940 -0.39711 -2.94866
H -37.08078 -0.91488 -1.63967
H -36.41664 -2.98597 -1.57951
H -34.83841 -2.76759 -2.39455
H -35.36306 -4.53657 -3.84980
H -36.43997 -4.22303 -5.22739
H -37.10835 -4.82209 -3.75875
```

Computed properties:
HOMO level = -0.2868 Ha

Löwdin atomic charge list, values in e, 99 entries: atom 1 (C): -0.06, atom 2 (C): -0.38, atom 3 (C): -0.25, atom 4 (O): -0.19, atom 5 (C): -0.05, atom 6 (N): 0.06, atom 7 (H): 0.06, atom 8 (H): 0.08, atom 9 (H): 0.09, atom 10 (H): 0.11, atom 11 (H): 0.13, atom 12 (H): 0.12, atom 13 (H): 0.06, atom 14 (H): 0.09, atom 15 (H): 0.09, atom 16 (H): 0.09, atom 17 (H): 0.08, atom 18 (C): -0.06, atom 19 (C): -0.45, atom 20 (C): -0.17, atom 21 (O): -0.19, atom 22 (C): -0.14, atom 23 (N): 0.04, atom 24 (H): 0.06, atom 25 (H): 0.08, atom 26 (H): 0.07, atom 27 (H): 0.13, atom 28 (H): 0.11, atom 29 (H): 0.13, atom 30 (H): 0.07, atom 31 (H): 0.08, atom 32 (H): 0.05, atom 33 (H): 0.07, atom 34 (H): 0.07, atom 35 (C): -0.05, atom 36 (C): -0.42, atom 37 (C): -0.16, atom 38 (O): -0.20, atom 39 (C): -0.12, atom 40 (N): 0.06, atom 41 (H): 0.09, atom 42 (H): 0.04, atom 43 (H): 0.08, atom 44 (H): 0.11, atom 45 (H): 0.12, atom 46 (H): 0.12, atom 47 (H): 0.08, atom 48 (H): 0.08, atom 49 (H): 0.08, atom 50 (H): 0.03, atom 51 (H): 0.04, atom 52 (C): -0.05, atom 53 (C): -0.41, atom 54 (C): -0.12, atom 55 (O): -0.21, atom 56 (C): -0.11, atom 57 (N): 0.06, atom 58 (H): 0.08, atom 59 (H): 0.06, atom 60 (H): 0.06, atom 61 (H): 0.10, atom 62 (H): 0.11, atom 63 (H): 0.12, atom 64 (H): 0.09, atom 65 (H): 0.05, atom 66 (H): 0.08, atom 67 (H): 0.05, atom 68 (H): 0.03, atom 69 (C): -0.05, atom 70 (C): -0.42, atom 71 (C): -0.18, atom 72 (O): -0.18, atom 73 (C): -0.11, atom 74 (N): 0.02, atom 75 (H): 0.07, atom 76 (H): 0.07, atom 77 (H): 0.07, atom 78 (H): 0.13, atom 79 (H): 0.11, atom 80 (H): 0.10, atom 81 (H): 0.09, atom 82 (H): 0.07, atom 83 (H): 0.08, atom 84 (H): 0.07, atom 85 (H): 0.07, atom 86 (C): -0.05, atom 87 (C): -0.42, atom 88 (C): -0.23, atom 89 (O): -0.17, atom 90 (C): -0.11, atom 91 (N): 0.04, atom 92 (H): 0.05, atom 93 (H): 0.07, atom 94 (H): 0.07, atom 95 (H): 0.14, atom 96 (H): 0.13, atom 97 (H): 0.13, atom 98 (H): 0.09, atom 99 (H): 0.09

***

Best to worst by energy: run i, run ii.